{"formula": "C54H50BN9O2P2Ti", "method": "ωB97M-V/def2-TZVPD", "species": ["C", "H", "H", "H", "C", "C", "H", "H", "N", "C", "H", "C", "H", "H", "H", "C", "H", "H", "H", "H", "C", "C", "C", "N", "C", "H", "H", "H", "Ti", "H", "H", "C", "C", "C", "H", "N", "C", "C", "C", "H", "H", "C", "H", "B", "C", "C", "C", "N", "P", "H", "H", "C", "H", "C", "C", "H", "C", "H", "C", "P", "H", "H", "H", "O", "H", "C", "H", "C", "C", "H", "C", "C", "N", "H", "C", "C", "N", "C", "H", "C", "N", "C", "H", "H", "H", "H", "C", "C", "H", "C", "C", "C", "H", "H", "C", "H", "N", "H", "C", "C", "C", "C", "H", "C", "H", "C", "C", "C", "C", "N", "C", "C", "C", "H", "O", "C", "H", "H", "H"], "xyz": [[-2.41, -3.39, -1.63], [-0.85, 3.14, -2.72], [-2.77, -1.75, 5.81], [-1.48, -1.56, -4.02], [-0.49, -1.32, -4.41], [-0.18, -5.89, -0.23], [-2.84, 4.46, -2.48], [4.92, 0.72, -2.65], [-0.32, 0.15, -2.45], [0.57, 4.21, 1.24], [2.44, 3.00, -1.91], [2.16, 2.76, -2.93], [-4.34, -1.17, 0.06], [1.15, 6.25, 0.55], [-2.53, 0.18, 4.34], [-2.31, 1.60, 2.11], [0.24, 0.89, 4.55], [-0.11, -4.01, 3.30], [-1.54, 3.58, 2.43], [3.37, -0.11, -0.94], [1.26, 1.59, -3.00], [1.71, -6.24, -1.66], [-1.19, -0.80, 2.96], [-1.86, -2.28, -1.28], [-2.19, -3.89, -2.95], [-5.78, 3.25, 2.70], [-5.31, 2.24, -1.07], [-2.43, 4.71, -0.78], [-0.87, -0.53, -0.61], [0.38, 3.51, 3.28], [4.40, -2.40, -0.22], [1.95, -4.87, -1.69], [0.11, -0.20, -3.66], [0.28, 5.58, -2.15], [1.66, 3.62, -3.37], [0.02, 3.16, 0.63], [0.05, -4.52, -0.25], [-0.65, -3.10, 3.54], [0.84, 0.99, 2.48], [0.46, -7.81, -0.93], [2.81, -4.50, -2.22], [-3.78, 0.66, -0.94], [1.78, -1.99, 3.97], [-0.67, 2.56, -1.68], [-4.58, -0.60, -0.83], [3.82, -2.31, 0.69], [2.57, -1.69, -2.17], [-2.00, -4.30, -4.00], [1.44, -2.22, -0.86], [-4.13, 4.65, -1.28], [1.69, 0.68, -4.95], [4.33, -0.72, -4.12], [-1.00, -6.29, 0.36], [-2.14, -1.82, 4.93], [0.64, -6.75, -0.95], [-0.61, -1.03, -5.45], [1.10, -4.00, -1.01], [-0.57, -3.87, 0.35], [3.42, 1.26, 3.47], [-0.80, 0.60, 1.83], [2.37, -6.90, -2.20], [-5.62, 0.83, 2.17], [2.00, -3.13, -3.67], [0.34, -2.00, 1.64], [-0.55, 5.28, -2.79], [3.39, -0.59, -1.91], [-3.70, 4.60, 2.83], [2.35, -2.08, 3.06], [3.50, -1.80, -4.40], [2.52, 1.20, 5.42], [1.06, 1.00, 3.86], [4.47, -2.32, 1.92], [-2.06, 2.01, -1.22], [1.21, 5.51, -2.72], [2.35, 1.16, 4.35], [2.62, -2.28, -3.44], [0.33, 1.29, -2.02], [1.12, 0.69, -4.03], [1.75, 1.10, 0.53], [3.20, 1.22, 2.10], [-3.78, -4.76, 0.08], [-2.41, 2.96, 2.38], [0.61, 5.24, 3.10], [4.04, 1.30, 1.42], [0.15, 6.63, -1.89], [3.06, 2.56, -3.52], [-4.27, 1.94, -1.07], [3.73, -2.20, 3.09], [4.43, 1.37, 3.85], [0.77, 5.26, 0.34], [-3.49, 0.85, 2.02], [-4.81, 2.79, 2.53], [1.96, 4.14, 2.86], [5.54, -2.43, 1.96], [0.89, 4.27, 2.70], [4.24, -2.20, 4.05], [-0.06, 3.51, -0.69], [0.13, -2.22, -4.40], [0.35, 4.80, -0.88], [2.44, -2.16, 0.64], [-3.17, -4.16, -0.69], [-4.73, 1.44, 2.23], [-3.45, -0.21, 1.81], [4.27, -0.12, -2.87], [-1.62, -3.88, 5.28], [-2.00, -0.73, 4.10], [1.72, -2.08, 1.83], [-1.49, -3.02, 4.64], [-3.16, 2.76, -1.24], [-2.43, 0.70, -1.01], [1.92, 1.09, 1.60], [-3.14, 4.23, -1.45], [-0.50, -1.98, 2.74], [3.54, -2.28, -5.37], [-2.02, -1.89, -0.01], [-3.65, 3.54, 2.60], [-5.64, -0.34, -0.79], [5.02, -0.37, -4.87], [-4.44, -1.23, -1.70]], "largest_force_ev_per_a": 0.67, "e_tot_ev": -116673.3476, "total_charge": 2, "homo_energy_ev": -13.22, "orbital_gap_ev": 6.0, "de_lowest_kcal_mol": 0.0}